1.
{"formula": "C5H5NO", "method": "ωB97M-V/def2-TZVPD", "elements": ["O", "C", "C", "C", "C", "C", "N", "H", "H", "H", "H", "H"], "xyz": [[-1.4268, 3.6068, -0.4315], [-0.8528, 2.8566, 0.1963], [1.0589, -0.0849, 0.3411], [0.3443, -1.2939, 0.8450], [0.1736, -0.8742, -0.5972], [-1.0870, -0.2994, -1.0078], [-2.0974, 0.1703, -1.3235], [0.6935, 0.8887, 0.6495], [2.1280, -0.1433, 0.1627], [-0.5043, -1.1474, 1.5062], [0.9121, -2.2022, 1.0188], [0.6577, -1.4770, -1.3596]], "energy_ha": -323.47193, "gap_ev": 11.785, "largest_force_ev_per_a": 1.43, "homo_energy_ev": -10.78}



2.
{"formula": "C33H26BrCl5F3NNaSbSe2Te", "method": "ωB97M-V/def2-TZVPD", "elements": ["Na", "C", "Se", "C", "C", "Se", "C", "H", "H", "H", "H", "H", "H", "H", "H", "H", "H", "Cl", "C", "C", "C", "Cl", "C", "Cl", "C", "Cl", "C", "Cl", "Br", "C", "C", "C", "C", "N", "C", "H", "H", "H", "H", "F", "C", "C", "C", "C", "C", "C", "Sb", "C", "C", "C", "C", "F", "C", "C", "C", "C", "C", "C", "F", "C", "C", "H", "H", "H", "H", "H", "H", "H", "H", "H", "H", "H", "H", "Te"], "xyz": [[-0.2392, -0.5974, -1.7848], [-1.9628, -2.5333, 2.3114], [-2.4898, -1.8427, 0.5301], [-2.6916, -3.7585, -0.2127], [-3.1448, -3.7611, -1.6493], [-2.7867, -1.7103, -2.2728], [-4.2708, -1.7872, -3.5263], [-1.0355, -3.1060, 2.2490], [-2.7489, -3.1604, 2.7355], [-1.8156, -1.6670, 2.9593], [-3.4056, -4.1888, 0.4894], [-1.7158, -4.2205, -0.0615], [-4.2094, -3.9578, -1.7656], [-2.5502, -4.4126, -2.2887], [-4.2469, -2.7581, -4.0200], [-4.1381, -0.9801, -4.2409], [-5.2089, -1.6530, -2.9894], [1.2517, -2.4841, 0.1489], [1.0677, -3.4160, -1.3818], [0.4595, -2.8003, -2.4410], [0.3758, -3.5806, -3.5736], [-0.3250, -2.8791, -5.0467], [0.8256, -4.8946, -3.6526], [0.6757, -5.8392, -5.1060], [1.4275, -5.4717, -2.5326], [2.0169, -7.1001, -2.5886], [1.5617, -4.7196, -1.3700], [2.3276, -5.4136, 0.0250], [6.0012, -0.3187, -1.7102], [4.3105, 0.4001, -2.1428], [4.1604, 1.2760, -3.2031], [2.9043, 1.7840, -3.4721], [1.8430, 1.3924, -2.6599], [1.9995, 0.5489, -1.6452], [3.2017, 0.0485, -1.3853], [5.0162, 1.5469, -3.8088], [2.7307, 2.4719, -4.2876], [0.8376, 1.7705, -2.8330], [3.2808, -0.6441, -0.5559], [-4.6197, 2.8567, 4.8869], [-3.6438, 2.4465, 4.0274], [-2.3666, 2.2848, 4.5161], [-1.3726, 1.8763, 3.6305], [-1.6576, 1.6374, 2.2918], [-2.9720, 1.7970, 1.8407], [-3.9741, 2.2091, 2.7094], [-0.2261, 1.1238, 0.7779], [1.5038, 0.9025, 2.1082], [1.4334, -0.1014, 3.0782], [2.5127, -0.4129, 3.8963], [3.6863, 0.2875, 3.7198], [4.7505, -0.0013, 4.5174], [3.8243, 1.2634, 2.7564], [2.7240, 1.5596, 1.9572], [0.1589, 3.2217, 0.3354], [0.7370, 4.0902, 1.2610], [0.9381, 5.4348, 0.9733], [0.5378, 5.8957, -0.2635], [0.7344, 7.2125, -0.5598], [-0.0629, 5.0851, -1.1993], [-0.2535, 3.7413, -0.8902], [-2.1591, 2.4793, 5.5606], [-0.3630, 1.7512, 4.0067], [-3.2184, 1.5922, 0.7988], [-4.9933, 2.3402, 2.3703], [0.5180, -0.6743, 3.1994], [2.4541, -1.1911, 4.6462], [4.7728, 1.7709, 2.6359], [2.8404, 2.3180, 1.1911], [1.0268, 3.7223, 2.2391], [1.3818, 6.1164, 1.6876], [-0.3883, 5.4967, -2.1464], [-0.7715, 3.0979, -1.6020], [-2.7827, 1.1871, -2.1981]], "energy_ha": -11975.85506, "charge": -2, "gap_ev": 3.428, "largest_force_ev_per_a": 1.44, "homo_energy_ev": -0.07}



3.
{"formula": "C3H11NO", "method": "ωB97M-V/def2-TZVPD", "elements": ["C", "N", "C", "C", "H", "H", "H", "H", "H", "H", "H", "H", "H", "H", "H", "O"], "xyz": [[0.2023, 1.5544, -0.0611], [0.0744, 0.1065, 0.0475], [-0.2001, -0.3081, 1.4174], [1.2102, -0.5738, -0.6097], [-0.7573, 2.0238, 0.1594], [0.8541, 1.8949, 0.7434], [0.6174, 1.8812, -1.0007], [-0.4117, -1.3764, 1.4193], [-0.9986, 0.2816, 1.8608], [0.7105, -0.1152, 1.9869], [2.1080, -0.0389, -0.3134], [1.2191, -1.6296, -0.3584], [1.0110, -0.5087, -1.6759], [-1.2661, -0.6887, -0.8759], [-2.6144, -1.0636, -1.4920], [-1.7589, -1.4394, -1.2476]], "energy_ha": -250.55345, "charge": 1, "spin_multiplicity": 2, "gap_ev": [12.586, 7.340], "largest_force_ev_per_a": 3.60, "homo_energy_ev": [-15.71, -15.65]}